1.
This record from the OMol25 dataset describes C50H47BiF6IN3OS2Sb3 as an isolated structure at a distorted geometry. The level of theory is ωB97M-V/def2-TZVPD.

Computed properties:
M = 1585.23 Da
total charge = 0
expectation value of S² = 0.77
frontier orbital gap (spin up / spin down) = 7.42 / 3.40 eV
lowest unoccupied orbital energy (spin up / spin down) = -0.71 / -4.69 eV
2S+1 = 2

XYZ file:
```
114
C50H47BiF6IN3OS2Sb3, DFT ωB97M-V/def2-TZVPD
Bi -1.1868 0.5403 0.7473
C -0.6524 5.1427 -3.4862
C 0.6978 4.5213 -3.1519
N 0.7624 3.9293 -1.7904
C 1.6291 4.5927 -0.8708
C 1.3020 6.0857 -0.6540
C 0.3541 2.6491 -1.5921
S 1.0586 1.7082 -0.3043
N -0.3923 2.1845 -2.5937
C -0.9940 1.0051 -2.6856
O -1.3167 0.2250 -1.7407
C -1.3397 0.5763 -4.0850
C -2.0365 -0.5907 -4.2057
C -2.4836 -1.0898 -5.4224
C -2.2966 -0.2615 -6.5626
C -1.6464 0.9784 -6.4170
C -1.1185 1.3757 -5.1804
H -0.6441 5.4464 -4.5402
H -0.8594 5.9832 -2.8336
H -1.4488 4.3839 -3.3141
H 1.4551 5.2789 -3.2258
H 0.9151 3.7266 -3.8667
H 2.7062 4.5762 -1.2146
H 1.5064 4.1574 0.0759
H 0.4073 6.2599 0.0120
H 1.0205 6.5866 -1.6255
H 2.1161 6.6482 -0.2892
H -2.2511 -1.1242 -3.2478
H -3.0295 -1.9814 -5.4254
H -2.6343 -0.4960 -7.5306
H -1.4708 1.5737 -7.3444
H -0.6844 2.3322 -4.9731
C 3.1930 -2.5384 1.7443
C 2.8663 -3.7114 0.7631
C 2.4784 -3.3966 -0.6598
Sb 0.4912 -2.3897 -0.5995
C -0.3753 -4.0022 0.4731
C -0.3351 -5.3066 0.0166
C -1.1505 -6.2199 0.6240
C -1.8436 -5.9431 1.8280
C -1.8188 -4.6310 2.3278
C -1.1652 -3.6996 1.5846
C -0.0071 -3.0884 -2.5457
C -1.2742 -3.5652 -2.8425
C -1.5574 -4.0771 -4.0935
C -0.5845 -4.1392 -5.1044
C 0.6448 -3.5631 -4.8139
C 0.9308 -3.0495 -3.5847
Sb 1.8426 -1.0987 2.6099
C 1.5222 -2.2245 4.3729
C 2.4069 -3.1076 4.9734
C 2.0924 -3.8403 6.1046
C 0.8396 -3.6173 6.7039
C -0.0446 -2.7815 6.1125
C 0.2346 -2.0584 4.9718
C 3.5260 -0.1272 3.3537
C 3.9458 -0.2683 4.7029
C 5.2066 0.1753 5.0637
C 5.9994 0.9076 4.1782
C 5.6043 1.0394 2.8242
C 4.3116 0.5785 2.4659
H 3.9758 -1.9037 1.4095
H 3.5722 -3.0256 2.6264
H 2.0770 -4.3137 1.2014
H 3.6723 -4.4723 0.8372
H 2.2898 -4.3344 -1.1491
H 3.1361 -2.7609 -1.2375
H 0.3261 -5.5449 -0.7278
H -1.0382 -7.3186 0.4153
H -2.3028 -6.7781 2.3150
H -2.3179 -4.3752 3.2426
H -1.1673 -2.6426 1.8394
H -2.0295 -3.7598 -2.1039
H -2.5473 -4.4508 -4.2587
H -0.8333 -4.5275 -6.0913
H 1.3879 -3.4388 -5.6453
H 1.8930 -2.5386 -3.4877
H 3.4670 -3.1744 4.6177
H 2.8036 -4.3844 6.6010
H 0.4896 -4.0970 7.6013
H -0.9807 -2.5224 6.6275
H -0.5586 -1.4276 4.5468
H 3.3049 -0.7884 5.4011
H 5.6198 -0.0205 6.0272
H 6.9818 1.2509 4.4806
H 6.2463 1.5377 2.1147
H 3.9614 0.7323 1.4365
I -4.1325 -0.3033 -0.4758
C -3.9044 1.4483 -1.6374
C -4.4596 1.5821 -2.8397
C -4.4657 2.9089 -3.4877
C -4.0923 3.9741 -2.7052
C -3.5035 3.8002 -1.4308
C -3.2239 4.9426 -0.5987
C -2.6845 4.7531 0.6273
C -2.2507 3.4221 1.0791
C -2.4982 2.3359 0.2565
C -3.3272 2.4512 -0.9173
H -4.8876 0.7779 -3.4312
H -4.8356 3.0885 -4.4953
H -4.0774 4.9660 -3.0539
H -3.4353 5.9427 -0.9143
H -2.4372 5.5380 1.3044
H -1.7785 3.4321 2.0163
F -0.2227 2.0344 2.4901
Sb 0.4034 2.9247 4.1745
F -0.6445 4.3841 3.6354
F 1.8074 3.5507 3.1251
F 1.2309 3.8560 5.6305
F 1.2593 1.2955 4.6559
F -1.0577 2.3203 5.1781
S -4.3196 -2.1816 3.1187
C -3.1319 -1.0203 3.0295
N -2.1844 -0.3247 2.8097
```

Atom charges from the Löwdin analysis, given in e for atoms 1 to 6: Bi 1.4192; C -0.0715; C -0.1950; N -0.1009; C -0.2521; C -0.0641

=====

2.
This record from the OMol25 dataset describes a single C11H16Si2 molecule at a distorted geometry. The level of theory is ωB97M-V/def2-TZVPD.

Computed properties:
M = 204.42 Da
structure (SMILES) = C[SiH](C)[Si@@H](C)C#Cc1ccccc1
total charge = 0
frontier orbital gap = 8.92 eV
lowest unoccupied orbital energy = 0.38 eV
2S+1 = 1

XYZ file:
```
29
C11H16Si2, DFT ωB97M-V/def2-TZVPD
C -1.2863 -0.8070 -0.1569
C -0.1331 -1.2146 0.0060
C -5.1801 0.5393 -0.1697
C -4.2210 1.2052 0.6028
C -4.8975 -0.6204 -0.9426
C -2.9334 0.7483 0.6058
C -3.5652 -1.1010 -0.9821
C -2.6175 -0.3708 -0.1719
C 2.3176 -2.3270 1.3298
C 3.0820 1.6580 1.1692
C 3.3606 1.5042 -1.8883
Si 1.8034 -1.3347 -0.2159
Si 3.2159 0.4265 -0.2888
H -6.2485 0.8565 -0.4319
H -4.4234 2.0097 1.1628
H -5.6640 -1.1525 -1.6009
H -2.1788 1.1890 1.3191
H -3.2993 -1.9466 -1.4703
H 1.5697 -2.8541 1.9916
H 3.0100 -3.0850 1.2263
H 2.7965 -1.7004 2.1120
H 2.8514 1.1106 2.1347
H 3.7527 2.4391 1.6045
H 2.1845 2.1284 0.8328
H 2.5060 2.1555 -1.9255
H 4.2448 2.1674 -1.8716
H 3.3385 0.7514 -2.6491
H 2.1664 -2.0251 -1.5485
H 4.4481 -0.3499 0.2167
```

Atom charges from the Löwdin analysis, given in e for atoms 1 to 6: C -0.1161; C -0.1047; C -0.0832; C -0.0875; C -0.0796; C -0.0411

=====

3.
This record from the OMol25 dataset describes an isolated ion of composition C4H11N2O and charge +1 at a distorted geometry. The level of theory is ωB97M-V/def2-TZVPD.

Computed properties:
M = 103.14 Da
structure (SMILES) = CN(C)C(=O)C[NH3+]
total charge = +1
frontier orbital gap = 10.30 eV
lowest unoccupied orbital energy = -3.50 eV
2S+1 = 1

XYZ file:
```
18
C4H11N2O, DFT ωB97M-V/def2-TZVPD
N 2.6442 -0.0450 -0.0450
C 1.3024 0.6798 -0.1887
C 0.2832 -0.4765 -0.1747
N -0.9875 -0.1941 0.0979
C -1.5014 1.1423 0.2809
C -1.9939 -1.2516 0.0032
O 0.7248 -1.6053 -0.3751
H 2.3877 -1.0242 -0.3215
H 2.9409 -0.0429 0.9251
H 3.3646 0.3192 -0.6609
H 1.3052 1.1215 -1.1820
H 1.2642 1.3521 0.6596
H -2.3283 1.1404 0.9877
H -0.7601 1.8142 0.7067
H -1.8983 1.6057 -0.6263
H -2.6508 -1.0976 -0.8485
H -1.4994 -2.2008 -0.1272
H -2.5975 -1.2372 0.8888
```

Atom charges from the Löwdin analysis, given in e for atoms 1 to 6: N 0.1893; C -0.0062; C -0.4386; N -0.1254; C -0.0278; C 0.0084

=====

4.
This record from the OMol25 dataset describes C18H20NO9STa as an isolated structure. The level of theory is ωB97M-V/def2-TZVPD.

Computed properties:
M = 607.37 Da
total charge = +2
frontier orbital gap = 7.39 eV
lowest unoccupied orbital energy = -7.80 eV
2S+1 = 1

XYZ file:
```
50
C18H20NO9STa, DFT ωB97M-V/def2-TZVPD
Ta 2.1498 -0.8046 -0.1708
O 3.9809 -4.2051 0.2853
C 3.2992 -3.3676 0.7335
O 3.4721 -1.9960 0.3353
C 2.1462 -3.4871 1.7096
C 2.0401 -2.2390 2.5947
C 1.0659 -2.4263 3.7414
C -0.3118 -2.4055 3.0347
C 0.0630 -2.2526 1.5762
O 1.2601 -1.3382 1.6715
C 0.7281 -3.5178 1.0062
C 0.7644 -3.4624 -0.5161
O 0.4985 -4.3108 -1.2801
O 1.1490 -2.1731 -0.9480
H 2.3141 -4.3960 2.2838
H 2.9783 -1.7489 2.8360
H 1.1596 -1.6133 4.4565
H 1.2676 -3.3598 4.2637
H -0.9099 -1.5556 3.3543
H -0.8923 -3.3124 3.1924
H -0.6760 -1.7769 0.9388
H 0.1824 -4.4196 1.2739
C -4.9453 2.4241 -3.6426
C -3.8336 2.1410 -2.6796
C -2.6248 1.6076 -3.1400
C -1.5894 1.3305 -2.2716
C -1.7723 1.5941 -0.9127
C -2.9638 2.1201 -0.4199
C -3.9851 2.3835 -1.3137
S -0.4832 1.3728 0.2163
O 0.4037 0.3484 -0.4329
O -0.9482 1.0677 1.5244
N 0.4600 2.6757 0.3250
C 1.2556 3.1797 -0.7903
C 2.7782 2.9541 -0.5639
C 2.9307 1.5088 -0.3086
O 2.9884 0.6432 -1.2926
O 2.7711 0.9933 0.8367
H -5.3283 1.4916 -4.0606
H -4.5882 3.0302 -4.4753
H -5.7695 2.9456 -3.1620
H -2.5036 1.3995 -4.1954
H -0.6726 0.8905 -2.6401
H -3.0941 2.3044 0.6382
H -4.9202 2.7829 -0.9439
H 0.2312 3.2825 1.1018
H 1.0767 4.2444 -0.9226
H 0.9430 2.6853 -1.7108
H 3.1164 3.5086 0.3102
H 3.3382 3.2584 -1.4464
```

Atom charges from the Löwdin analysis, given in e for atoms 1 to 6: Ta 2.0475; O 0.2700; C -0.4060; O -0.1692; C -0.0632; C -0.1655

=====

5.
This record from the OMol25 dataset describes a single C5H6O2 molecule. The level of theory is ωB97M-V/def2-TZVPD.

Computed properties:
M = 98.10 Da
structure (SMILES) = C#CC(=O)[C@@H](C)O
total charge = 0
frontier orbital gap = 10.47 eV
lowest unoccupied orbital energy = -0.03 eV
2S+1 = 1

XYZ file:
```
13
C5H6O2, DFT ωB97M-V/def2-TZVPD
C -1.3320 1.0275 0.1731
C -0.7599 -0.3700 0.3671
O -1.6891 -1.3366 -0.0261
C 0.5322 -0.6370 -0.3892
O 0.6560 -1.6673 -1.0236
C 1.7032 0.2056 -0.2294
C 2.8578 0.4316 0.0303
H -2.3007 1.0722 0.6792
H -1.4907 1.2459 -0.8870
H -0.6772 1.7899 0.6077
H -0.4936 -0.4918 1.4346
H -1.1610 -2.0332 -0.4570
H 3.8929 0.5140 0.2660
```

Atom charges from the Löwdin analysis, given in e for atoms 1 to 6: C -0.0323; C -0.3983; O -0.0175; C -0.3632; O 0.1116; C -0.0174

=====

6.
This record from the OMol25 dataset describes C31H42BN10O2S4Ti as an isolated structure. The level of theory is ωB97M-V/def2-TZVPD.

Computed properties:
M = 773.69 Da
total charge = +1
frontier orbital gap = 5.88 eV
lowest unoccupied orbital energy = -4.26 eV
2S+1 = 1

XYZ file:
```
91
C31H42BN10O2S4Ti, DFT ωB97M-V/def2-TZVPD
Ti -1.5052 0.6607 0.0528
C -5.0245 2.7740 -1.7528
C -4.1427 1.6613 -2.2404
C -3.9436 0.5038 -1.4746
C -3.1694 -0.5489 -1.9636
C -2.5625 -0.4505 -3.2141
C -2.7459 0.6952 -3.9669
C -3.5292 1.7386 -3.4821
H -5.6135 2.4690 -0.8878
H -5.7197 3.0854 -2.5325
H -4.4327 3.6518 -1.4804
H -4.4721 0.3835 -0.5330
H -3.1019 -1.4687 -1.3993
H -1.9588 -1.2693 -3.5808
H -2.2870 0.7800 -4.9437
H -3.6798 2.6215 -4.0924
C 1.0092 -5.4217 -1.7102
C 1.7366 -4.3811 -2.5590
C 0.9080 -3.9458 -3.7663
C 3.0484 -4.9822 -3.0552
N 2.0417 -3.1797 -1.7138
C 3.3198 -2.6968 -1.4691
C 3.2077 -1.6072 -0.6930
N 1.8578 -1.4125 -0.4418
B 1.2576 -0.2760 0.3440
N 1.7897 1.0979 -0.1020
C 2.8266 1.8266 0.4299
C 2.8381 3.0261 -0.1885
N 1.7862 3.0434 -1.0881
C 1.1610 1.8526 -1.0172
S -0.2057 1.2739 -1.9267
C 1.3934 4.2193 -1.9394
C 1.4466 3.8088 -3.4087
C 0.0004 4.6813 -1.5171
C 2.3887 5.3501 -1.7004
N 1.3742 -0.4381 1.8623
C 2.0380 -1.3948 2.5954
C 1.6609 -1.2409 3.8793
N 0.7488 -0.1977 3.9364
C 0.5752 0.2608 2.6839
S -0.4812 1.5141 2.0738
C 0.0967 0.1588 5.2488
C -0.7428 -1.0444 5.6734
C -0.7968 1.3860 5.1475
C 1.2162 0.4422 6.2497
C 1.1412 -2.3799 -1.0822
S -0.5524 -2.4824 -1.0649
H 0.8192 -6.3049 -2.3202
H 0.0582 -5.0460 -1.3419
H 1.6267 -5.7196 -0.8609
H 0.7388 -4.8109 -4.4079
H 1.4447 -3.1907 -4.3438
H -0.0561 -3.5443 -3.4653
H 2.8047 -5.8588 -3.6533
H 3.6858 -5.3128 -2.2341
H 3.6030 -4.2924 -3.6927
H 4.2001 -3.1619 -1.8667
H 3.9691 -0.9504 -0.3101
H 0.0606 -0.3652 0.1276
H 3.4609 1.4424 1.2095
H 3.4992 3.8599 -0.0570
H 0.6962 3.0595 -3.6501
H 2.4322 3.4158 -3.6622
H 1.2609 4.6867 -4.0275
H -0.7527 3.9106 -1.6697
H -0.2724 5.5537 -2.1114
H -0.0024 4.9694 -0.4645
H 3.4007 5.0757 -2.0016
H 2.3937 5.6775 -0.6604
H 2.0835 6.1981 -2.3110
H 2.7048 -2.1059 2.1407
H 1.9504 -1.7923 4.7534
H -1.5249 -1.2399 4.9396
H -1.2149 -0.8284 6.6316
H -0.1458 -1.9490 5.7880
H -1.6604 1.2162 4.5093
H -0.2555 2.2633 4.7944
H -1.1577 1.5986 6.1539
H 1.8534 -0.4241 6.4215
H 0.7715 0.7158 7.2056
H 1.8375 1.2723 5.9110
O -2.3201 -0.6979 0.9904
N -1.8238 -1.4495 1.9780
C -2.2182 -2.6685 1.9413
C -1.6918 -3.5345 2.9600
N -1.2669 -4.2085 3.7855
C -3.1211 -3.1792 0.9455
N -3.8432 -3.5626 0.1404
O -4.2853 1.9472 2.0250
S -3.5281 2.8667 1.2048
N -2.4157 2.3203 0.3663
```

Atom charges from the Löwdin analysis, given in e for atoms 1 to 6: Ti 0.6539; C -0.0578; C -0.2770; C -0.0969; C -0.1583; C -0.1274

=====

Q: Which relative energy (zero: lowest compared OMol25 entry of this formula, charge and spin) values were calculated for the entries above? A: 0.6058; 0.0000; 1.0040; 0.0000; 2.3644; 1.0917, in eV.